1.
ORCA calculation (the ωB97M-V functional and the def2-TZVPD basis) on 2 unconnected molecules or ions with the total composition C4H9N3 at a distorted geometry.

Last column: natural (NBO) charge in e.
Geometry (Å):
1 N -0.741 -0.039 -1.146  -0.456
2 N 0.039 0.028 0.870  -0.132
3 N -1.149 0.838 -3.337  -0.734
4 C -0.263 -2.266 1.275  0.066
5 C -0.777 0.412 -2.210  0.611
6 C 0.823 1.164 0.879  -0.463
7 C 0.576 -1.175 1.212  -0.029
8 H 1.741 0.856 0.503  0.262
9 H 0.705 1.779 1.893  0.352
10 H 0.307 1.892 0.315  0.294
11 H 1.566 -1.024 1.424  0.267
12 H -2.093 0.993 -3.354  0.453
13 H -1.289 -2.340 0.781  0.277
14 H -0.560 0.481 -4.083  0.465
15 H -1.017 -0.057 0.984  0.504
16 H 0.057 -3.112 1.797  0.262

As for the orbital gap (spin up / spin down): 5.61 / 6.09 eV. The HOMO energy (spin up / spin down) is -0.6861 / -0.6965 Ha. The total energy comes out at -8740.4242 eV. The energy relative to the best compared isomer or geometry (same formula, charge and spin) is 122.8 kcal per mole. The charge is +2. The LUMO energy (spin up / spin down) is -13.1 / -12.9 eV.

***

2.
ORCA calculation (the ωB97M-V functional and the def2-TZVPD basis) on a single C2H10Si2 molecule at a distorted geometry.

Last column: Löwdin spin population.
Geometry (Å):
1 Si -0.462 0.423 -1.382  0.675
2 Si 0.430 1.116 0.912  0.634
3 C -0.518 0.130 2.321  0.185
4 C 0.473 -1.115 -2.056  0.174
5 H 1.815 0.786 1.186  0.034
6 H 0.212 -0.667 2.462  0.009
7 H 1.468 -1.102 -1.950  0.010
8 H 0.265 -1.871 -1.285  0.005
9 H -1.716 -0.287 -0.969  0.062
10 H 0.210 -1.464 -3.026  0.023
11 H -1.578 -0.186 1.828  0.005
12 H -0.841 1.531 -2.192  0.066
13 H 0.480 2.735 1.093  0.097
14 H -0.579 0.889 3.099  0.020

As for the orbital gap (spin up / spin down): 4.76 / 6.86 eV. The HOMO energy (spin up / spin down) is -0.1476 / -0.3963 Ha. The total energy comes out at -17984.0818 eV. The energy relative to the best compared isomer or geometry (same formula, charge and spin) is 0.0 kcal per mole. The charge is 0. The LUMO energy (spin up / spin down) is 0.7 / -3.9 eV. The spin multiplicity is 3.

***

What did the second record say?
ORCA calculation (the ωB97M-V functional and the def2-TZVPD basis) on a single C2H10Si2 molecule at a distorted geometry.

Last column: Löwdin spin population.
Geometry (Å):
1 Si -0.462 0.423 -1.382  0.675
2 Si 0.430 1.116 0.912  0.634
3 C -0.518 0.130 2.321  0.185
4 C 0.473 -1.115 -2.056  0.174
5 H 1.815 0.786 1.186  0.034
6 H 0.212 -0.667 2.462  0.009
7 H 1.468 -1.102 -1.950  0.010
8 H 0.265 -1.871 -1.285  0.005
9 H -1.716 -0.287 -0.969  0.062
10 H 0.210 -1.464 -3.026  0.023
11 H -1.578 -0.186 1.828  0.005
12 H -0.841 1.531 -2.192  0.066
13 H 0.480 2.735 1.093  0.097
14 H -0.579 0.889 3.099  0.020

As for the orbital gap (spin up / spin down): 4.76 / 6.86 eV. The HOMO energy (spin up / spin down) is -0.1476 / -0.3963 Ha. The total energy comes out at -17984.0818 eV. The energy relative to the best compared isomer or geometry (same formula, charge and spin) is 0.0 kcal per mole. The charge is 0. The LUMO energy (spin up / spin down) is 0.7 / -3.9 eV. The spin multiplicity is 3.

***

Look up the energy relative to the best compared isomer or geometry (same formula, charge and spin) of the first one. 122.8 kcal per mole

***

What did the second record say?
ORCA calculation (the ωB97M-V functional and the def2-TZVPD basis) on a single C2H10Si2 molecule at a distorted geometry.

Last column: Löwdin spin population.
Geometry (Å):
1 Si -0.462 0.423 -1.382  0.675
2 Si 0.430 1.116 0.912  0.634
3 C -0.518 0.130 2.321  0.185
4 C 0.473 -1.115 -2.056  0.174
5 H 1.815 0.786 1.186  0.034
6 H 0.212 -0.667 2.462  0.009
7 H 1.468 -1.102 -1.950  0.010
8 H 0.265 -1.871 -1.285  0.005
9 H -1.716 -0.287 -0.969  0.062
10 H 0.210 -1.464 -3.026  0.023
11 H -1.578 -0.186 1.828  0.005
12 H -0.841 1.531 -2.192  0.066
13 H 0.480 2.735 1.093  0.097
14 H -0.579 0.889 3.099  0.020

As for the orbital gap (spin up / spin down): 4.76 / 6.86 eV. The HOMO energy (spin up / spin down) is -0.1476 / -0.3963 Ha. The total energy comes out at -17984.0818 eV. The energy relative to the best compared isomer or geometry (same formula, charge and spin) is 0.0 kcal per mole. The charge is 0. The LUMO energy (spin up / spin down) is 0.7 / -3.9 eV. The spin multiplicity is 3.

***

Repeat the second record exactly.
ORCA calculation (the ωB97M-V functional and the def2-TZVPD basis) on a single C2H10Si2 molecule at a distorted geometry.

Last column: Löwdin spin population.
Geometry (Å):
1 Si -0.462 0.423 -1.382  0.675
2 Si 0.430 1.116 0.912  0.634
3 C -0.518 0.130 2.321  0.185
4 C 0.473 -1.115 -2.056  0.174
5 H 1.815 0.786 1.186  0.034
6 H 0.212 -0.667 2.462  0.009
7 H 1.468 -1.102 -1.950  0.010
8 H 0.265 -1.871 -1.285  0.005
9 H -1.716 -0.287 -0.969  0.062
10 H 0.210 -1.464 -3.026  0.023
11 H -1.578 -0.186 1.828  0.005
12 H -0.841 1.531 -2.192  0.066
13 H 0.480 2.735 1.093  0.097
14 H -0.579 0.889 3.099  0.020

As for the orbital gap (spin up / spin down): 4.76 / 6.86 eV. The HOMO energy (spin up / spin down) is -0.1476 / -0.3963 Ha. The total energy comes out at -17984.0818 eV. The energy relative to the best compared isomer or geometry (same formula, charge and spin) is 0.0 kcal per mole. The charge is 0. The LUMO energy (spin up / spin down) is 0.7 / -3.9 eV. The spin multiplicity is 3.